Below is the molecule C6H9N2O2P, with properties calculated with ωB97M-V/def2-TZVPD.

Values from the calculation:
E_LUMO = 0.64 eV
SMILES = O=CC/C=N/PN1C=CCO1
Charge = 0
HOMO = -0.2701 Ha
Orbital gap = 8.0 eV

XYZ file:
```
20
Properties=species:S:1:pos:R:3:forces:R:3:lowdin_charge:R:1
P -0.7066 0.2961 -1.5761 -0.30 0.22 -0.30 0.897
O -2.8241 -0.7522 -0.5497 0.18 -0.05 -0.39 -0.177
O 2.0650 0.1273 1.4095 -0.03 0.10 0.37 0.056
N -1.4231 -0.6034 -0.2644 -0.18 -0.48 0.05 -0.332
N 0.8739 -0.0289 -1.0548 0.68 -0.19 0.06 -0.192
C -2.5220 0.0090 1.6081 -0.06 -0.04 -0.34 -0.064
C -1.3306 -0.1314 1.0374 -0.30 0.07 0.26 -0.164
C 3.0779 0.0597 0.7816 0.54 -0.04 -0.01 -0.259
C 1.9055 0.6324 -1.3368 -0.16 0.00 -0.10 -0.260
C 3.2074 0.2335 -0.7156 -0.30 0.03 -0.03 -0.135
C -3.5698 -0.3185 0.5818 -0.27 0.25 0.39 -0.203
H 3.5269 -0.7368 -1.1075 0.09 0.01 -0.03 0.128
H 4.0541 -0.1443 1.2678 -0.10 -0.04 0.14 0.122
H -4.1893 0.5539 0.3150 0.03 -0.15 0.05 0.113
H 1.9275 1.5137 -1.9848 -0.17 0.10 -0.12 0.105
H -4.2326 -1.1368 0.8920 0.05 0.08 -0.09 0.114
H -0.3435 0.0148 1.4343 0.18 0.06 0.11 0.092
H 3.9982 0.9556 -0.9237 0.10 -0.05 0.02 0.113
H -0.7406 -0.8264 -2.4303 -0.10 0.03 -0.31 -0.047
H -2.7543 0.2828 2.6161 0.11 0.09 0.27 0.093
```
Positions in Å, forces in eV/Å.

---

Below is the molecule C22H30N2O3S, with properties calculated with ωB97M-V/def2-TZVPD.

Values from the calculation:
E_LUMO = 0.46 eV
Charge = 0
HOMO = -0.3020 Ha
Orbital gap = 8.7 eV

XYZ file:
```
58
Properties=species:S:1:pos:R:3:forces:R:3:lowdin_charge:R:1
S 0.3721 -1.9469 -3.1183 0.66 -1.20 0.48 0.977
O -2.2550 -1.1702 0.3499 -0.08 0.25 0.28 0.127
O 3.4602 -0.0343 -2.2219 0.37 0.06 -0.13 0.063
O -0.4464 -0.7423 -2.9281 -0.78 0.93 -0.17 -0.532
N 1.4527 0.4553 -1.2905 -0.19 0.27 0.23 0.100
N -0.2944 -2.1723 0.1703 0.00 0.38 0.86 0.182
C -1.0346 -1.3767 0.8905 0.60 -0.70 -0.76 -0.284
C -3.4622 -1.8326 -1.6836 0.12 0.18 0.11 0.009
C -1.1194 0.8012 3.9142 0.09 0.02 0.06 -0.029
C 2.3424 -0.3598 -1.8784 -0.35 -0.25 0.01 -0.538
C -0.5744 2.4116 0.0537 0.16 0.32 0.20 -0.187
C -0.6376 -0.7015 2.1030 -0.14 0.38 0.50 -0.155
C -2.2688 -1.8746 -0.8056 0.67 -0.86 -0.56 -0.246
C 0.0512 2.5874 -2.8554 -0.01 0.19 0.06 -0.189
C 1.4473 2.7351 -2.2504 -0.01 -0.27 -0.06 -0.127
C 0.3385 0.4827 6.8719 0.07 0.18 -0.04 -0.093
C 0.9341 2.2506 0.2406 0.00 -0.19 -0.10 -0.137
C 1.7095 1.8544 -1.0176 0.38 0.31 0.14 -0.296
C -1.5288 0.1295 2.7804 0.09 -0.19 -0.14 -0.018
C 0.6641 -0.8468 2.5832 -0.20 -0.07 -0.12 -0.017
C -1.0212 3.4917 -2.2396 0.08 0.02 0.02 -0.202
C -0.5127 -3.2451 -2.0614 0.22 0.47 -0.31 -0.221
C 0.1780 0.6664 4.3959 0.02 0.14 -0.06 -0.244
C 1.0598 -0.1692 3.7173 -0.07 0.04 0.01 -0.029
C -0.9365 3.6786 -0.7225 -0.20 -0.15 -0.12 -0.201
C 1.8337 -1.7885 -1.9861 -0.18 -0.24 -0.32 -0.216
C 0.6036 1.3682 5.6520 -0.06 -0.16 0.14 -0.214
C -1.0598 -2.5115 -0.9130 -1.13 0.32 0.07 -0.317
H -2.5358 0.2444 2.4087 -0.09 0.03 -0.03 0.119
H -1.8142 1.4461 4.4331 -0.07 0.08 0.06 0.117
H -1.0224 2.4627 1.0496 -0.03 -0.09 -0.05 0.102
H -0.9992 1.5391 -0.4439 -0.15 -0.19 -0.01 0.108
H 2.6086 -2.4317 -2.3971 0.05 0.04 -0.01 0.097
H 2.1829 2.4386 -3.0013 0.06 0.07 0.04 0.114
H 0.1084 2.8250 -3.9202 -0.02 -0.10 -0.02 0.110
H -3.7506 -2.8378 -1.9860 -0.07 -0.02 0.00 0.088
H 1.3406 3.1910 0.6190 0.00 0.04 0.03 0.119
H 1.1194 1.4854 0.9998 0.08 0.05 0.02 0.101
H 0.6434 0.9909 7.7836 0.01 -0.01 0.13 0.069
H 1.3476 -1.4884 2.0499 0.09 -0.06 -0.06 0.115
H -1.9976 3.0729 -2.4947 -0.06 0.06 -0.03 0.106
H -1.2988 -3.6671 -2.6825 0.05 -0.04 -0.11 0.089
H 1.6687 1.6025 5.6027 -0.03 0.09 -0.03 0.110
H 2.7831 1.9175 -0.7975 -0.19 0.01 0.00 0.148
H 0.0512 2.3036 5.7598 0.08 0.04 -0.04 0.110
H -0.2006 4.4505 -0.4883 0.00 0.06 0.05 0.105
H -0.7205 0.2448 6.9438 -0.09 -0.05 0.04 0.074
H 0.8933 -0.4492 6.7906 0.03 -0.11 0.03 0.074
H 2.0708 -0.2814 4.0816 0.12 -0.01 0.03 0.117
H 1.5255 -2.1224 -0.9948 0.07 0.00 -0.09 0.068
H -1.9047 4.0504 -0.3779 0.05 0.08 0.03 0.105
H -0.2579 1.5443 -2.7940 0.02 0.00 -0.08 0.075
H -4.2864 -1.3630 -1.1538 -0.12 -0.03 -0.03 0.088
H 0.2175 -3.9985 -1.7852 0.03 -0.14 0.01 0.096
H -0.9663 4.4814 -2.7004 -0.08 0.00 -0.05 0.105
H 0.4949 0.1461 -1.2199 0.06 -0.19 -0.06 0.100
H -3.2394 -1.2530 -2.5792 -0.05 0.05 -0.04 0.086
H 1.6418 3.7765 -1.9903 0.10 0.11 0.00 0.119
```
Positions in Å, forces in eV/Å.

---

Below is a structure of composition C30H27N10O2Os, with properties calculated with ωB97M-V/def2-TZVPD.

Values from the calculation:
E_LUMO (alpha / beta) = -8.44 / -11.31 eV
Charge = +3
HOMO (alpha / beta) = -0.6104 / -0.6315 Ha
Orbital gap (alpha / beta) = 8.2 / 5.9 eV
Multiplicity = 5

XYZ file:
```
70
Properties=species:S:1:pos:R:3:forces:R:3:lowdin_spin:R:1
Os -0.5682 -0.2678 -2.9620 0.55 -0.12 0.24 2.431
O -0.1356 -1.7229 -4.3780 -0.25 0.24 -0.12 0.071
O -0.0081 0.5067 3.5420 0.12 0.11 0.39 -0.016
N 1.1549 1.4791 5.1737 -0.21 -0.48 -0.33 0.131
N 3.5503 -0.0057 2.4842 -0.16 0.02 -0.05 0.017
N 1.2007 0.1755 5.3867 -0.24 0.34 -0.51 0.149
N -1.3984 1.2170 -1.7492 -0.22 -0.44 -0.17 0.034
N -0.9364 -1.8922 -1.4681 0.24 -0.04 -0.51 0.064
N -1.9776 2.8058 -0.4103 -0.09 0.17 0.20 0.016
N -1.2608 -3.1833 0.2342 -0.11 -0.17 0.22 0.005
N -3.1135 2.0837 -0.6056 0.32 0.08 -0.04 0.002
N -0.1365 -2.8705 -6.2814 0.05 -0.04 -0.01 0.001
N -0.4933 -3.9108 -0.6105 -0.04 0.36 0.05 0.003
C -1.0127 3.9987 1.5691 -0.04 0.00 -0.09 0.007
C -1.4096 -0.8219 -6.2618 0.08 -0.11 -0.02 0.022
C -0.7276 -3.4120 2.6572 -0.04 -0.02 -0.21 0.010
C -0.5257 -1.8270 -5.5904 0.07 -0.01 0.14 0.013
C -0.7413 2.8454 2.2655 0.08 -0.12 0.02 0.051
C 2.2404 -0.6332 -2.1082 -0.14 -0.15 -0.06 0.055
C -0.6211 -2.1143 3.0880 0.03 0.07 -0.07 0.058
C -1.6873 -3.7446 1.5319 0.19 0.03 0.01 -0.001
C 1.8257 0.6325 -2.5513 -0.01 0.03 -0.13 0.032
C 0.4298 1.6738 4.0491 0.19 -0.07 0.24 0.129
C 2.7656 -0.8046 -0.8342 0.09 -0.13 0.11 -0.006
C 0.1313 2.8791 3.3705 0.00 0.13 -0.03 0.030
C -1.5227 -1.9898 -0.2796 -0.07 0.02 0.06 0.015
C -0.3115 -3.1096 -1.6239 -0.12 -0.02 0.14 0.008
C 0.2909 -1.7775 4.1050 0.07 -0.03 -0.03 0.042
C 0.9394 -4.0737 4.3051 0.02 -0.11 0.02 -0.007
C 0.4445 5.2368 3.0782 0.00 0.08 -0.02 -0.007
C 2.6441 1.5857 -0.4857 0.00 0.14 0.03 -0.002
C 0.4974 -0.4131 4.3912 0.20 0.12 0.20 0.117
C 1.0659 0.7621 -3.8086 -0.46 -0.16 0.02 0.059
C -2.7389 1.1423 -1.4187 0.10 0.12 0.03 0.022
C 0.7202 4.0847 3.7875 -0.01 -0.03 0.06 0.063
C 1.0647 -2.7692 4.7341 0.01 0.01 0.11 0.065
C -0.4080 5.1946 1.9797 -0.01 0.07 0.00 0.082
C 2.9234 0.2986 -0.0079 -0.02 -0.03 0.07 0.033
C 2.0944 1.7441 -1.7359 0.09 0.15 0.01 0.029
C 3.3237 0.1295 1.3653 0.02 -0.04 0.00 0.003
C -2.0185 4.0129 0.4372 0.08 -0.04 0.06 -0.001
C 0.0640 -4.3925 3.2684 0.02 -0.06 0.07 0.092
C -0.9639 2.2901 -1.0845 -0.16 0.10 -0.03 0.022
H -3.0295 4.0415 0.8340 -0.12 -0.02 -0.02 -0.001
H -0.0123 -5.4234 2.9410 0.01 0.03 0.00 0.004
H 1.3799 4.0948 4.6474 -0.03 -0.01 -0.05 0.001
H 1.5322 -4.8524 4.7671 -0.03 0.02 -0.02 -0.002
H 0.4604 -3.5719 -5.8697 0.04 -0.03 0.02 0.000
H 2.8718 2.4454 0.1346 -0.03 -0.04 -0.04 -0.001
H -0.6190 6.1131 1.4411 0.02 -0.05 0.02 0.004
H 0.8849 1.7828 -4.1350 -0.01 0.07 0.05 0.018
H 0.8933 6.1757 3.3749 -0.03 -0.03 -0.01 -0.002
H -3.4180 0.3937 -1.7999 0.06 0.01 -0.01 0.005
H 1.4308 0.1383 -4.6187 0.13 0.07 -0.09 0.003
H 0.0403 2.6802 -1.0900 -0.12 -0.02 0.05 0.001
H 2.1743 -1.4776 -2.7871 0.01 0.00 0.05 0.002
H -0.9377 -0.4378 -7.1676 0.03 -0.04 0.02 0.000
H -2.6772 -3.3504 1.7436 -0.11 0.02 0.00 0.000
H 1.9081 2.7387 -2.1306 0.02 -0.05 0.05 0.001
H -2.1444 -1.2408 0.1899 0.08 -0.09 -0.01 0.000
H -1.2023 1.9050 1.9852 0.00 0.06 0.01 0.002
H 3.0703 -1.7846 -0.4841 -0.06 0.06 -0.05 -0.001
H -2.3517 -1.2902 -6.5515 0.01 -0.02 0.02 0.001
H -0.4075 -2.9926 -7.2449 -0.04 0.00 -0.04 0.000
H -1.2363 -1.3351 2.6524 0.04 -0.04 0.02 0.002
H -1.8904 4.8914 -0.1906 0.05 0.00 -0.09 0.000
H -1.7663 -4.8163 1.3891 -0.04 -0.09 -0.06 0.000
H 0.2549 -3.3859 -2.4984 -0.03 0.04 0.05 0.000
H -1.6202 0.0111 -5.6018 -0.04 0.16 0.12 0.018
H 1.7576 -2.4952 5.5214 -0.04 -0.02 -0.05 0.001
```
Positions in Å, forces in eV/Å.

---

Below is the molecule C18H28N2, with properties calculated with ωB97M-V/def2-TZVPD.

Values from the calculation:
E_LUMO = 0.85 eV
SMILES = C[C@@H](NCc1ccc(N(C)C)cc1)[C@H]1C[C@H]2CC[C@@H]1C2
Charge = 0
HOMO = -0.2760 Ha
Orbital gap = 8.4 eV

XYZ file:
```
48
Properties=species:S:1:pos:R:3:forces:R:3:lowdin_charge:R:1
N 0.9405 -0.6702 -0.2035 0.26 2.57 -0.02 -0.083
N 0.2218 5.6051 -0.6688 -1.33 0.16 -0.79 -0.201
C -0.8167 5.6659 -1.7448 -0.29 0.09 0.26 -0.069
C 1.3784 0.0757 0.9495 -1.91 1.58 0.55 -0.159
C -2.4143 -3.5071 1.1664 -0.99 -0.42 -0.32 -0.113
C 1.1555 1.5706 0.5633 1.07 0.30 0.60 -0.211
C 2.1422 2.5634 0.4124 -0.40 0.69 -0.52 -0.040
C -0.4060 3.3729 0.0567 -0.18 -0.46 0.70 -0.024
C 0.5980 4.3488 -0.1966 -0.65 -1.66 -0.46 -0.258
C 1.1577 -2.2847 -1.7972 0.18 -0.97 -1.57 -0.065
C -1.1243 -3.8268 -0.8673 -1.68 1.78 1.16 -0.113
C -0.6650 -2.5492 -0.0661 1.73 -1.66 -0.77 -0.183
C 0.8136 -2.0640 -0.3173 -1.17 -0.93 -1.76 -0.351
C -1.0409 -3.0016 1.3325 0.80 2.22 1.73 -0.327
C -1.8775 -4.5501 0.2043 -1.83 -2.93 -0.15 -0.350
C 1.9171 3.8806 -0.0151 -1.26 1.27 0.41 -0.023
C 1.0405 6.8059 -0.4170 0.69 -2.56 -1.01 -0.049
C -0.1425 2.0416 0.4427 1.09 2.25 -0.71 -0.060
C -0.3067 -4.2338 1.9262 -0.21 0.03 -0.24 -0.114
C -0.9279 -5.3534 1.0975 0.89 0.14 -1.83 -0.152
H 0.4078 -2.7704 -2.4837 0.81 0.20 0.96 0.090
H -1.5617 6.4961 -1.5958 1.17 -0.32 -0.21 0.093
H 2.0937 -2.8233 -1.7501 0.09 -0.84 -0.73 0.068
H 0.7486 -4.1121 1.6943 0.25 -0.24 0.77 0.100
H 2.4134 -0.1049 1.2634 -0.17 -0.16 -0.19 0.113
H -0.3394 5.6729 -2.7423 -0.14 0.57 0.27 0.083
H 0.3644 -0.1096 -0.8879 1.06 -1.09 1.33 0.148
H 1.6399 -2.6372 0.1547 -0.95 0.59 0.80 0.148
H 2.6688 4.6938 -0.0914 0.06 -1.28 0.14 0.101
H 0.7285 7.6132 -1.0210 -0.56 0.77 -0.79 0.062
H -0.5811 -4.4880 3.0023 0.88 1.15 -1.14 0.137
H 1.4908 -1.3902 -2.3089 -0.37 0.52 0.16 0.069
H -0.3048 -4.3796 -1.1574 1.60 -1.30 -1.14 0.081
H -0.9113 -2.1944 2.0027 -0.06 1.18 0.95 0.122
H 3.1613 2.4692 0.6420 1.32 -1.21 0.26 0.086
H -2.7400 -3.9225 2.1345 -0.52 0.05 -0.58 0.130
H -1.4994 4.7991 -1.8227 0.77 0.03 0.67 0.070
H 0.8569 7.0566 0.5987 0.67 0.46 1.04 0.076
H -0.9457 1.4616 0.7700 -1.27 -1.06 0.17 0.092
H -1.8658 -3.6527 -1.6602 0.82 0.34 -0.24 0.127
H -0.1744 -5.9084 0.4866 -0.62 0.19 0.52 0.124
H -3.1793 -2.8824 0.6515 0.59 -0.04 0.72 0.140
H -1.2863 -1.7578 -0.4537 -0.27 0.65 0.49 0.138
H -1.4604 3.6492 0.1300 0.33 0.24 -0.35 0.106
H -2.6693 -5.1536 -0.2465 0.04 -0.33 0.11 0.137
H 0.6682 -0.0757 1.8371 1.06 -0.07 -0.63 0.121
H 2.1031 6.5750 -0.7203 -0.81 0.59 0.80 0.092
H -1.4701 -6.0135 1.7161 -0.55 -1.03 0.58 0.090
```
Positions in Å, forces in eV/Å.